{
  "formula": "C4H13N2",
  "method": "ωB97M-V/def2-TZVPD",
  "total_charge": 1,
  "orbital_gap_ev": 11.62,
  "molar_mass_g_mol": 89.2,
  "lumo_energy_ev": -2.86,
  "homo_ev": -14.5,
  "total_energy_ev": -7332.214,
  "e_above_lowest_kcal_mol": 29.4,
  "symbols": ["N", "N", "C", "C", "C", "C", "H", "H", "H", "H", "H", "H", "H", "H", "H", "H", "H", "H", "H"],
  "coordinates": [[-0.783006, -0.105878, -1.269865], [0.970896, -0.181738, 0.906434], [0.070418, -0.302402, 2.085676], [-1.312233, 0.991723, -1.589304], [1.838452, 1.027881, 0.922443], [-1.248060, -1.318072, -1.955739], [-2.087388, 1.078083, -2.343058], [-1.826981, -1.915806, -1.255752], [-0.625870, 0.531232, 2.070758], [1.208036, 1.908699, 0.843866], [-1.870372, -1.075367, -2.813899], [0.660882, -0.276180, 2.998133], [1.560232, -1.009783, 0.855775], [-0.982642, 1.903025, -1.103489], [2.513646, 0.974023, 0.069715], [2.407211, 1.055537, 1.844411], [-0.383319, -1.887120, -2.301203], [0.349298, -0.153343, 0.025059], [-0.459209, -1.244506, 2.010036]],
  "atomic_forces_ev_per_a": [[0.01, -0.29, 0.05], [-0.14, 0.18, -0.07], [0.19, 0.09, -0.05], [0.12, 0.15, 0.05], [-0.01, -0.14, -0.18], [0.22, 0.26, 0.04], [-0.12, -0.02, -0.18], [0.05, -0.13, 0.04], [-0.04, -0.02, 0.02], [0.00, 0.02, 0.03], [-0.10, 0.01, -0.08], [-0.01, -0.01, 0.00], [-0.01, -0.04, -0.08], [-0.02, 0.10, 0.06], [-0.05, 0.08, 0.06], [0.05, 0.02, 0.10], [-0.10, -0.02, 0.11], [0.11, -0.21, 0.04], [-0.14, -0.05, 0.05]]
}